Molecular formula: C8H15N3O4S
Method: DFT, ωB97M-V with the def2-TZVPD basis set

The LUMO energy is 0.13 eV. Its spin multiplicity is 1. The frontier orbital gap is 8.50 eV. The total energy is -32030.708 eV. Its HOMO energy is -8.4 eV. As for the energy above the lowest of the compared OMol25 structures with the same formula, charge and spin: 143.0 kcal/mol.

Each line ends with the Mulliken charge.
Cartesian coordinates (Å):
C  -2.0124  -1.5991  0.7953  -0.251
C  -1.2915  -1.1447  -0.3774  0.488
C  -1.8282  -3.1134  1.1100  -0.826
C  1.1582  -0.6019  -0.9318  -0.431
C  2.5093  -0.8518  -0.1260  0.556
C  1.2477  0.9224  -1.3802  -1.001
C  1.3538  1.9551  -0.2285  -0.753
C  1.4770  3.3512  -0.8468  0.382
H  -3.6657  -0.4006  1.6469  0.342
H  -3.9959  -1.1059  -0.0328  0.257
H  -1.6083  -1.0892  1.7006  0.321
H  -0.8404  -3.3097  1.1577  0.523
H  -2.1536  -3.6797  0.2442  0.383
H  -3.7696  -2.1480  2.1934  0.267
H  0.5835  -1.1767  0.7377  0.260
H  0.9150  -1.1720  -1.7950  0.434
H  2.1201  1.2028  -2.0535  0.502
H  0.1940  1.0738  -1.9983  0.367
H  0.5117  1.8501  0.4101  0.490
H  2.0902  1.6183  0.4699  0.495
H  1.3544  5.2566  -0.3723  0.333
H  1.5648  3.9467  1.1278  0.286
H  3.1706  0.1431  -1.5131  0.369
N  -3.3774  -1.1844  0.9246  -0.619
N  0.0033  -0.8068  -0.0818  -0.117
N  1.6080  4.2943  0.1255  -0.427
O  -1.7978  -0.7773  -1.3951  -0.647
O  2.6593  -1.3169  0.9530  -0.496
O  1.2757  3.5903  -2.2146  -0.634
O  3.5662  -0.0655  -0.7024  -0.464
S  -3.0221  -3.6611  2.4530  -0.388